{
  "formula": "C33H84NO14S",
  "method": "ωB97M-V/def2-TZVPD",
  "species": ["N", "C", "O", "S", "C", "C", "C", "C", "C", "C", "H", "H", "H", "H", "H", "H", "C", "C", "O", "H", "H", "H", "H", "H", "H", "C", "C", "O", "H", "H", "H", "H", "H", "H", "C", "C", "O", "H", "H", "H", "H", "H", "H", "C", "C", "O", "H", "H", "H", "H", "H", "H", "C", "C", "O", "H", "H", "H", "H", "H", "H", "C", "C", "O", "H", "H", "H", "H", "H", "H", "C", "C", "O", "H", "H", "H", "H", "H", "H", "C", "C", "O", "H", "H", "H", "H", "H", "H", "C", "C", "O", "H", "H", "H", "H", "H", "H", "C", "C", "O", "H", "H", "H", "H", "H", "H", "C", "C", "O", "H", "H", "H", "H", "H", "H", "C", "C", "O", "H", "H", "H", "H", "H", "H", "C", "C", "O", "H", "H", "H", "H", "H", "H"],
  "xyz": [[-0.517372, 0.498675, -1.058068], [0.567339, -0.038758, -1.575549], [1.920581, -0.425688, -2.081674], [3.087217, 0.264654, -0.993241], [2.198612, 0.156719, 0.694235], [1.534861, 1.508328, 1.386387], [0.732029, 1.347939, 2.838385], [0.683111, -0.173971, 3.464975], [1.346178, -1.516439, 2.787787], [2.123391, -1.348058, 1.354219], [3.307666, 1.629739, -1.323351], [1.658408, 2.524715, 0.811166], [0.221023, 2.276168, 3.342853], [0.096439, -0.310274, 4.476354], [1.302862, -2.595460, 3.260644], [2.600689, -2.252421, 0.774345], [-0.739533, -5.115701, -0.197530], [-0.999002, -4.681622, 1.230281], [0.111758, -3.947147, 1.723306], [0.162311, -5.733944, -0.253812], [-1.584799, -5.687220, -0.591010], [-0.570700, -4.246783, -0.841947], [-1.145308, -5.553346, 1.874855], [-1.891987, -4.052230, 1.293049], [0.228042, -3.170809, 1.149202], [-2.785151, 2.857704, 5.995397], [-1.397694, 3.086986, 5.432560], [-1.463798, 3.225449, 4.020904], [-3.233238, 1.958660, 5.559906], [-2.751055, 2.744347, 7.082559], [-3.446470, 3.694685, 5.748588], [-0.746311, 2.238658, 5.662402], [-0.947909, 3.991437, 5.853466], [-2.037670, 3.986427, 3.827506], [-5.784776, 6.066728, 3.029147], [-4.348179, 6.427915, 2.712716], [-3.512868, 5.293139, 2.888367], [-5.872383, 5.703380, 4.058231], [-6.441261, 6.932199, 2.902957], [-6.134395, 5.260582, 2.375932], [-3.995808, 7.218274, 3.382009], [-4.250037, 6.779944, 1.681241], [-3.828833, 4.600085, 2.283669], [-1.464284, 9.963896, 1.775311], [-2.880559, 10.344829, 2.154058], [-3.446336, 9.342644, 2.985825], [-1.451541, 9.002810, 1.251035], [-1.015305, 10.724254, 1.130169], [-0.842354, 9.847492, 2.668870], [-3.503903, 10.438582, 1.259944], [-2.900438, 11.298596, 2.690183], [-2.890338, 9.273069, 3.780710], [3.243103, -6.417092, 4.514976], [3.244887, -5.079397, 5.225584], [2.766573, -4.066222, 4.353226], [3.872038, -6.377932, 3.619642], [3.613546, -7.208427, 5.172620], [2.232839, -6.678179, 4.183323], [4.259316, -4.812047, 5.535819], [2.607878, -5.106554, 6.114954], [1.862228, -4.308715, 4.090213], [2.447256, 9.175034, 5.836592], [1.194800, 9.379619, 5.009614], [1.176761, 8.466067, 3.922686], [3.341840, 9.319382, 5.222103], [2.478696, 9.874956, 6.676269], [2.490792, 8.153169, 6.227350], [1.166095, 10.394823, 4.603015], [0.295765, 9.224312, 5.613860], [1.193981, 7.567597, 4.294535], [-2.816191, -4.953736, -5.065681], [-1.942900, -4.615910, -3.875039], [-1.317518, -5.792005, -3.383090], [-3.581034, -5.685688, -4.786440], [-3.309262, -4.058235, -5.454134], [-2.221407, -5.404524, -5.866817], [-2.544480, -4.186148, -3.068695], [-1.167360, -3.894233, -4.149297], [-0.779161, -6.161249, -4.103956], [0.120546, 3.772262, -3.126510], [1.557143, 4.133448, -3.442941], [2.392455, 2.998672, -3.267290], [0.032939, 3.408914, -2.097424], [-0.535939, 4.637733, -3.252700], [-0.229073, 2.966115, -3.779725], [1.909514, 4.923807, -2.773648], [1.655287, 4.485477, -4.474415], [2.076489, 2.305619, -3.871988], [5.567751, 4.174439, 1.279425], [4.151475, 4.555373, 1.658172], [3.585698, 3.553188, 2.489939], [5.580495, 3.213354, 0.755149], [6.016730, 4.934799, 0.634282], [6.189680, 4.058036, 2.172985], [3.528132, 4.649126, 0.764058], [4.131598, 5.509141, 2.194296], [4.141698, 3.483612, 3.284823], [-0.342565, -5.454615, -8.569686], [0.530727, -5.116788, -7.379044], [1.156109, -6.292883, -6.887094], [-1.107407, -6.186567, -8.290444], [-0.835635, -4.559113, -8.958138], [0.252220, -5.905401, -9.370821], [-0.070854, -4.687026, -6.572700], [1.306267, -4.395111, -7.653302], [1.694466, -6.662127, -7.607961], [-4.288179, 0.650675, 0.526407], [-4.286395, 1.988370, 1.237015], [-4.764708, 3.001545, 0.364656], [-3.659244, 0.689835, -0.368927], [-3.917735, -0.140661, 1.184050], [-5.298443, 0.389588, 0.194753], [-3.271966, 2.255720, 1.547249], [-4.923404, 1.961213, 2.126384], [-5.669053, 2.759053, 0.101645], [3.473105, -10.828641, 1.844072], [3.213637, -10.394561, 3.271884], [4.324397, -9.660086, 3.764909], [4.374950, -11.446884, 1.787791], [2.627838, -11.400160, 1.450593], [3.641939, -9.959723, 1.199656], [3.067331, -11.266286, 3.916458], [2.320651, -9.765169, 3.334653], [4.440679, -8.883748, 3.190805], [-0.328658, -7.190509, -13.322031], [-0.588128, -6.756429, -11.894219], [0.522633, -6.021955, -11.401194], [0.573185, -7.808752, -13.378313], [-1.173926, -7.762027, -13.715510], [-0.159825, -6.321591, -13.966448], [-0.734433, -7.628153, -11.249645], [-1.481113, -6.127037, -11.831451], [0.638915, -5.245616, -11.975299]],
  "forces_ev_per_a": [[10.0, -5.1, -4.8], [-5.8, 3.9, 2.7], [-3.9, 2.4, 2.4], [-0.9, -0.9, 2.4], [-1.5, 0.3, 2.8], [-0.4, -3.5, 1.7], [2.4, -4.0, -2.8], [1.2, 0.7, -2.7], [0.8, 3.8, -2.7], [-1.7, 2.9, 2.1], [-1.2, -0.9, 0.2], [-0.4, -2.2, 1.4], [0.9, -2.0, -1.1], [1.4, 0.3, -2.3], [0.0, 2.8, -1.1], [-1.0, 2.0, 1.4], [-0.1, -0.2, 0.0], [-0.1, -0.1, -0.4], [0.4, 0.4, 0.2], [-0.2, 0.0, 0.0], [0.2, 0.1, -0.1], [-0.1, 0.0, 0.0], [0.1, 0.2, 0.0], [-0.1, -0.1, 0.0], [-0.1, -0.4, 0.3], [-0.2, -0.1, 0.2], [-0.4, 0.2, 0.1], [0.1, 0.1, -0.3], [0.1, 0.1, 0.1], [-0.1, 0.0, -0.1], [0.1, 0.0, 0.1], [0.0, 0.1, -0.1], [0.0, -0.1, 0.2], [0.1, -0.1, -0.1], [-0.2, 0.0, 0.1], [-0.4, 0.1, 0.1], [0.5, -0.8, 0.0], [0.0, 0.1, -0.1], [0.0, -0.1, 0.0], [0.0, 0.1, -0.1], [0.0, -0.4, -0.3], [0.0, 0.2, 0.1], [0.1, 0.3, 0.2], [0.1, 0.0, -0.1], [0.3, 0.0, 0.1], [-0.1, 0.0, 0.4], [0.0, 0.1, 0.0], [0.0, -0.1, 0.1], [0.0, 0.1, -0.1], [-0.1, -0.1, 0.2], [0.0, 0.1, -0.2], [-0.3, 0.1, -0.4], [0.1, -0.2, 0.1], [-0.2, -0.4, -0.1], [-0.4, 0.5, -0.3], [0.0, 0.1, 0.1], [-0.1, 0.0, -0.1], [0.0, 0.0, 0.1], [-0.2, 0.1, -0.1], [0.1, -0.1, 0.1], [0.5, -0.1, 0.1], [0.2, 0.1, 0.1], [0.2, -0.3, 0.2], [-0.1, -0.4, -0.2], [-0.2, 0.1, 0.1], [0.1, -0.1, 0.0], [-0.1, 0.1, 0.1], [0.0, -0.2, -0.1], [0.0, 0.2, 0.1], [0.0, 0.5, -0.2], [-0.2, 0.1, -0.1], [0.1, -0.3, -0.3], [0.3, -0.2, 0.0], [0.1, 0.2, 0.0], [0.0, -0.1, -0.1], [0.0, 0.1, 0.0], [0.2, -0.2, 0.0], [-0.1, 0.2, 0.0], [-0.2, 0.1, 0.3], [-0.1, 0.1, 0.1], [-0.5, 0.2, -0.1], [0.5, -0.9, 0.2], [0.0, 0.1, -0.1], [0.0, -0.1, 0.0], [0.0, 0.1, 0.0], [0.1, -0.2, -0.1], [0.0, 0.1, 0.1], [0.2, 0.4, 0.2], [0.1, 0.1, -0.2], [0.4, 0.0, 0.2], [-0.1, -0.2, 0.3], [0.0, 0.1, 0.0], [0.0, -0.1, 0.1], [0.0, 0.1, -0.1], [-0.1, -0.1, 0.2], [0.0, 0.1, -0.2], [-0.3, 0.0, -0.4], [-0.1, -0.1, 0.0], [0.0, -0.2, -0.4], [0.3, -0.2, 0.1], [0.0, 0.2, 0.1], [0.0, -0.1, -0.1], [-0.1, 0.3, 0.2], [0.2, -0.1, 0.1], [-0.1, 0.2, 0.0], [-0.3, 0.2, 0.4], [0.1, -0.2, -0.1], [-0.2, -0.3, -0.1], [-0.3, 0.4, -0.1], [0.0, 0.0, 0.2], [-0.1, 0.0, -0.1], [0.0, 0.0, 0.1], [-0.1, 0.1, -0.1], [0.1, -0.1, 0.1], [0.5, 0.2, 0.1], [0.0, -0.2, -0.2], [0.1, 0.1, -0.3], [0.2, 0.4, 0.1], [-0.2, 0.0, 0.1], [0.1, 0.1, 0.0], [-0.1, 0.0, 0.0], [0.1, 0.2, 0.0], [-0.2, -0.1, 0.0], [0.0, -0.4, 0.3], [0.0, -0.2, -0.1], [0.0, 0.1, -0.4], [0.4, 0.4, -0.3], [-0.2, 0.0, 0.1], [0.1, 0.1, 0.0], [-0.1, -0.1, 0.0], [0.1, 0.2, 0.0], [-0.1, -0.2, 0.0], [0.0, -0.4, 0.3]],
  "lowdin_charge": [0.180, -0.193, -0.363, 1.117, -0.369, 0.001, 0.032, 0.023, 0.001, -0.020, 0.043, 0.103, 0.083, 0.106, 0.083, 0.121, -0.091, -0.307, -0.123, 0.084, 0.078, 0.068, 0.117, 0.112, 0.051, -0.081, -0.317, -0.128, 0.078, 0.078, 0.075, 0.102, 0.113, 0.061, -0.078, -0.308, -0.104, 0.076, 0.079, 0.068, 0.091, 0.116, 0.066, -0.085, -0.313, -0.107, 0.079, 0.077, 0.054, 0.115, 0.109, 0.091, -0.096, -0.312, -0.113, 0.076, 0.079, 0.076, 0.118, 0.113, 0.064, -0.096, -0.337, -0.100, 0.079, 0.077, 0.072, 0.114, 0.107, 0.086, -0.086, -0.335, -0.094, 0.083, 0.078, 0.057, 0.110, 0.101, 0.089, -0.089, -0.313, -0.121, 0.062, 0.083, 0.077, 0.117, 0.116, 0.089, -0.088, -0.323, -0.112, 0.067, 0.081, 0.079, 0.105, 0.113, 0.096, -0.094, -0.327, -0.090, 0.079, 0.082, 0.046, 0.088, 0.109, 0.092, -0.092, -0.334, -0.092, 0.066, 0.074, 0.076, 0.106, 0.112, 0.094, -0.097, -0.328, -0.098, 0.079, 0.075, 0.071, 0.115, 0.103, 0.074, -0.092, -0.328, -0.120, 0.080, 0.077, 0.074, 0.118, 0.111, 0.099],
  "total_charge": 1,
  "multiplicity": 1,
  "lumo_ha": -0.185,
  "energy_ev": -76550.9845,
  "homo_lumo_gap_ha": 0.2373
}